DFT (ωB97M-V/def2-TZVPD) results for a structure of composition C32H50B2F4MnN6O4PS.

Results
**Spin multiplicity**: 6
**Relative energy (zero: lowest compared OMol25 entry of this formula, charge and spin)**: 0.000 eV
**⟨S²⟩**: 8.7913
**Gap between HOMO and LUMO (spin up / spin down)**: 6.893 / 6.880 eV
**Charge**: +1
**HOMO energy (spin up / spin down)**: -10.001 / -11.562 eV
**Molar mass**: 798.39 g/mol

```
101
Properties=species:S:1:pos:R:3:lowdin_spin:R:1
Mn -0.04 0.23 -0.28 2.426
C -3.86 0.57 -2.09 0.013
C -2.40 0.43 -1.80 0.141
N -1.95 0.17 -0.49 0.476
O -2.81 0.12 0.50 0.274
B -2.34 -0.51 1.86 0.010
F -3.30 -0.16 2.74 0.000
F -2.21 -1.86 1.62 0.006
O -1.05 0.04 2.41 0.002
N 0.05 -0.05 1.64 -0.014
C 1.23 -0.22 2.13 -0.002
C 1.51 -0.44 3.57 -0.001
C 2.31 -0.15 1.10 -0.002
N 1.88 0.05 -0.10 -0.010
O 2.72 0.29 -1.11 0.001
B 2.30 -0.09 -2.52 0.011
F 3.20 0.48 -3.35 0.000
F 2.16 -1.45 -2.61 0.006
O 0.92 0.49 -2.99 0.273
N -0.12 0.29 -2.21 0.479
C -1.42 0.50 -2.72 0.145
C -1.62 0.73 -4.18 0.014
C 3.77 -0.22 1.42 -0.001
H -4.44 0.46 -1.17 -0.001
H -4.19 -0.18 -2.80 0.005
H -4.08 1.55 -2.52 0.005
H 0.58 -0.58 4.12 0.000
H 2.04 0.42 3.99 0.000
H 2.15 -1.31 3.70 0.000
H -0.68 0.68 -4.71 -0.001
H -2.07 1.71 -4.36 0.005
H -2.30 -0.02 -4.60 0.005
H 3.94 -0.24 2.49 0.000
H 4.29 0.63 0.98 0.000
H 4.20 -1.12 0.97 0.000
C 2.30 3.22 1.62 0.004
C 1.74 4.14 0.52 0.021
C 1.83 5.58 1.02 0.003
C 2.67 3.98 -0.69 0.002
P 0.01 3.59 0.04 0.106
N -0.02 1.99 -0.15 0.493
C -1.22 4.06 1.37 0.020
C -0.66 3.72 2.76 0.002
C -2.49 3.22 1.23 0.004
C -1.61 5.55 1.35 0.003
C -0.47 4.42 -1.57 0.016
C -1.98 4.24 -1.80 0.003
C -0.15 5.92 -1.62 0.002
C 0.23 3.74 -2.76 0.003
H 3.37 3.40 1.70 0.000
H 2.15 2.18 1.35 0.002
H 1.86 3.39 2.59 0.000
H 2.88 5.82 1.18 0.001
H 1.32 5.73 1.97 0.000
H 1.44 6.31 0.31 0.000
H 3.70 4.12 -0.34 0.000
H 2.49 4.74 -1.45 0.000
H 2.60 3.00 -1.15 0.001
H -0.31 2.69 2.82 0.001
H -1.48 3.82 3.48 0.000
H 0.13 4.40 3.08 0.000
H -2.28 2.16 1.39 0.002
H -3.01 3.34 0.29 0.000
H -3.18 3.52 2.02 0.000
H -0.76 6.22 1.40 0.000
H -2.24 5.74 2.22 0.001
H -2.21 5.81 0.47 0.000
H -2.59 4.82 -1.10 0.000
H -2.27 3.19 -1.73 0.002
H -2.22 4.59 -2.80 0.000
H -0.60 6.49 -0.81 0.000
H -0.56 6.32 -2.55 0.001
H 0.92 6.11 -1.64 0.000
H 0.14 2.67 -2.73 0.002
H 1.28 3.99 -2.84 0.000
H -0.25 4.09 -3.68 0.000
N -0.17 -1.80 -0.37 0.024
S 0.94 -2.94 -0.51 0.005
C 0.67 -4.02 0.87 0.001
C 1.64 -4.04 1.86 0.001
C 1.43 -4.79 3.01 0.000
C 0.25 -5.51 3.15 0.001
C -0.72 -5.49 2.16 0.000
C -0.51 -4.75 1.01 0.000
C 0.45 -4.00 -1.86 0.001
C 1.22 -5.12 -2.13 0.000
C 0.87 -5.93 -3.19 0.000
C -0.24 -5.62 -3.97 0.000
C -0.99 -4.49 -3.70 0.000
C -0.65 -3.66 -2.64 0.000
H -1.04 -2.16 -0.01 0.001
H 2.56 -3.48 1.73 0.000
H 2.18 -4.82 3.78 0.000
H 0.08 -6.09 4.05 0.000
H -1.63 -6.06 2.27 0.000
H -1.25 -4.74 0.22 0.000
H 2.08 -5.35 -1.52 0.000
H 1.46 -6.81 -3.41 0.000
H -0.51 -6.26 -4.80 0.000
H -1.84 -4.24 -4.32 0.000
H -1.21 -2.76 -2.42 0.000
```

=====

DFT (ωB97M-V/def2-TZVPD) results for an isolated molecule of C7H13NO.

Results
**Spin multiplicity**: 1
**Relative energy (zero: lowest compared OMol25 entry of this formula, charge and spin)**: 3.873 eV
**Gap between HOMO and LUMO**: 8.010 eV
**HOMO energy**: -7.671 eV
**Molar mass**: 127.19 g/mol

```
22
Properties=species:S:1:pos:R:3:mulliken_charge:R:1
C 2.20 -1.34 -0.29 -1.339
C 2.24 1.13 0.11 -1.606
C -1.45 1.70 -0.10 -1.147
C -2.87 -0.39 -0.08 -1.383
C -0.40 -0.60 0.12 0.479
C 1.41 -0.14 0.21 1.082
C -1.50 0.21 -0.03 0.691
O -0.61 -1.98 -0.04 -0.627
N 0.46 -0.14 1.15 -0.663
H -0.11 -2.43 0.65 0.394
H 2.72 -1.10 -1.22 0.349
H 2.96 -1.61 0.45 0.317
H 2.36 1.45 -0.92 0.312
H 1.80 1.94 0.69 0.419
H 3.24 0.95 0.52 0.426
H 1.63 -2.23 -0.53 0.415
H -2.06 2.13 0.70 0.314
H -0.45 2.09 -0.03 0.224
H -3.19 -0.48 -1.12 0.280
H -3.59 0.22 0.46 0.402
H -2.89 -1.39 0.35 0.336
H -1.91 2.02 -1.04 0.324
```

=====

DFT (ωB97M-V/def2-TZVPD) results for a structure of composition C25H69F3InO30P7.

Results
**Spin multiplicity**: 1
**Relative energy (zero: lowest compared OMol25 entry of this formula, charge and spin)**: 0.000 eV
**Gap between HOMO and LUMO**: 1.698 eV
**Charge**: +2
**HOMO energy**: -13.770 eV
**Molar mass**: 1238.43 g/mol

```
135
Properties=species:S:1:pos:R:3:mulliken_charge:R:1
In -5.14 -0.17 -3.34 1.131
C -1.81 -0.10 -0.90 0.755
O -2.35 1.00 -0.19 -0.086
O -2.47 -0.21 -2.14 -0.282
C -0.29 -0.08 -0.88 0.223
F 0.09 1.17 -1.08 0.237
F 0.38 -0.38 0.27 0.163
F 0.36 -0.70 -1.92 -0.286
C -1.69 1.45 1.04 0.716
C -2.44 2.67 1.49 -1.682
H -2.29 3.45 0.74 0.377
H -3.48 2.33 1.52 0.344
H -1.95 2.76 2.45 0.441
H -0.71 1.89 0.88 0.247
H -1.78 0.73 1.85 -0.372
H -2.10 -1.04 -0.43 -0.224
C -2.64 -2.48 6.08 -0.767
O -2.49 -1.12 5.54 -0.260
P -1.04 -0.33 5.57 1.142
O -1.08 1.05 5.00 -0.744
O -0.49 -0.31 7.08 -0.356
C -1.31 -0.13 8.23 -0.600
O -0.06 -1.40 4.84 -0.479
C 0.17 -1.44 3.41 0.573
H -3.16 -3.15 5.38 0.294
H -3.22 -2.63 6.99 0.329
H -1.67 -2.89 6.38 0.351
H -1.11 -0.85 9.02 0.256
H -2.31 -0.32 7.82 0.240
H -1.31 0.92 8.52 0.293
H -0.07 -2.44 3.04 0.405
H 1.19 -1.12 3.18 0.133
H -0.40 -0.60 3.02 -0.731
C -6.48 -5.81 -2.21 -0.684
O -5.04 -5.69 -1.98 -0.298
P -4.10 -4.47 -2.54 0.405
O -4.44 -3.11 -2.14 0.061
O -3.80 -4.87 -4.05 -0.298
C -3.86 -6.17 -4.53 -0.817
O -2.64 -4.84 -1.90 -0.410
C -2.02 -4.31 -0.73 -0.036
H -6.81 -4.84 -2.58 0.331
H -7.01 -6.28 -1.38 0.234
H -6.53 -6.47 -3.07 0.287
H -4.72 -6.26 -5.19 0.316
H -3.69 -7.06 -3.94 0.342
H -3.02 -6.12 -5.23 0.332
H -2.18 -4.97 0.12 0.350
H -2.46 -3.40 -0.33 -0.329
H -0.95 -4.24 -0.93 0.307
C -7.31 -3.29 0.43 -0.695
O -7.39 -1.95 0.92 -0.403
P -6.11 -0.98 0.89 0.630
O -5.66 -0.73 -0.48 -0.323
O -5.07 -1.74 1.88 -0.290
C -3.90 -1.12 2.38 -0.191
O -6.45 0.32 1.85 -0.420
C -6.83 0.11 3.22 -0.615
H -6.89 -3.28 -0.58 0.273
H -8.30 -3.74 0.30 0.372
H -6.92 -4.01 1.16 0.278
H -3.91 -0.04 2.26 0.177
H -3.09 -1.65 1.88 0.084
H -3.87 -1.45 3.42 0.221
H -7.04 -0.93 3.46 0.293
H -7.62 0.80 3.50 0.281
H -5.92 0.53 3.64 0.248
C 5.70 3.48 4.34 -0.598
O 4.86 2.29 4.39 -0.426
P 3.89 1.85 3.11 1.095
O 3.53 0.40 3.08 -0.581
O 2.65 2.89 3.19 -0.448
C 1.44 2.58 3.84 -0.541
O 4.82 2.38 1.86 -0.109
C 6.16 1.96 1.58 -0.616
H 6.74 3.31 4.64 0.260
H 5.13 4.16 4.97 0.290
H 5.63 3.95 3.36 0.230
H 0.67 3.20 3.37 0.224
H 1.31 3.02 4.83 0.403
H 1.18 1.53 3.86 0.116
H 6.59 1.17 2.19 0.415
H 6.66 2.92 1.72 0.366
H 6.31 2.10 0.51 0.043
C -0.50 3.58 -2.37 -0.262
O -1.00 4.12 -3.65 -0.321
P -2.08 3.23 -4.52 1.080
O -3.23 2.56 -3.72 -0.583
O -2.66 4.19 -5.72 -0.362
C -1.82 4.71 -6.62 -0.661
O -1.11 2.25 -5.41 -0.356
C -0.31 1.14 -4.79 -0.297
H -0.57 4.42 -1.69 0.387
H 0.48 3.10 -2.39 0.160
H -1.11 2.77 -1.97 -0.023
H -0.80 4.32 -6.56 0.291
H -1.78 5.80 -6.63 0.282
H -2.23 4.60 -7.62 0.266
H 0.74 1.12 -5.06 0.283
H -0.54 0.14 -5.16 0.373
H -0.52 0.99 -3.73 -0.206
C 2.95 2.16 -1.10 0.021
O 3.19 2.80 -2.34 -0.053
P 4.67 3.27 -2.87 0.857
O 5.75 3.50 -1.88 -0.747
O 4.98 2.18 -4.02 -0.222
C 5.76 2.57 -5.12 -0.867
O 4.22 4.56 -3.80 -0.422
C 3.16 4.48 -4.72 -0.410
H 2.38 1.24 -1.19 -0.080
H 2.19 2.80 -0.64 0.347
H 3.74 2.08 -0.35 -0.110
H 6.71 2.02 -5.11 0.267
H 5.93 3.64 -5.07 0.480
H 5.26 2.19 -6.01 0.228
H 2.29 3.97 -4.33 0.066
H 3.45 4.03 -5.68 0.255
H 3.01 5.52 -4.99 0.295
C 7.20 -3.80 0.71 -0.775
O 6.91 -2.38 0.61 -0.358
P 5.52 -2.00 -0.24 0.636
O 5.28 -2.93 -1.37 -0.705
O 4.39 -1.85 0.93 -0.176
C 3.08 -1.59 0.43 -0.101
O 5.83 -0.45 -0.79 0.326
C 6.84 -0.21 -1.63 -0.746
H 7.48 -4.19 1.69 0.262
H 8.14 -3.84 0.15 0.302
H 6.50 -4.39 0.12 0.372
H 2.64 -2.58 0.26 0.360
H 2.97 -0.97 -0.46 0.265
H 2.46 -1.11 1.19 -0.369
H 7.11 -1.00 -2.33 0.367
H 7.73 -0.05 -1.01 0.318
H 6.74 0.68 -2.25 0.145
```

=====

DFT (ωB97M-V/def2-TZVPD) results for an isolated molecule of C5H10O2.

Results
**Spin multiplicity**: 1
**Structure (SMILES)**: C=COC[C@@H](C)O
**Relative energy (zero: lowest compared OMol25 entry of this formula, charge and spin)**: 1.980 eV
**Gap between HOMO and LUMO**: 10.168 eV
**HOMO energy**: -9.190 eV
**Molar mass**: 102.13 g/mol

```
17
Properties=species:S:1:pos:R:3:mulliken_charge:R:1
C -2.37 -0.72 0.78 -0.744
C -1.88 -1.26 -0.33 0.137
O -0.61 -1.19 -0.81 -0.415
C 0.42 -0.69 0.03 -0.802
C 0.73 0.77 -0.30 0.596
C 1.99 1.24 0.39 -1.352
O 0.92 0.91 -1.69 -0.558
H -1.80 -0.08 1.44 0.229
H -3.40 -0.92 1.05 0.260
H -2.49 -1.86 -1.00 0.351
H 1.30 -1.30 -0.20 0.324
H 0.16 -0.82 1.08 0.382
H -0.12 1.40 0.02 0.175
H 1.87 1.26 1.48 0.371
H 2.83 0.57 0.14 0.354
H 2.25 2.24 0.06 0.335
H 0.19 0.44 -2.12 0.359
```